DFT (the ωB97M-V functional and the def2-TZVPD basis) results for the ion C5H13N2S with charge +1.

Output
**Electronic energy**: -19200.3406 eV
**Maximum force**: 5.500 eV/A
**Structure (SMILES)**: C[NH+](C)/C=[NH+]/CC[S-]
**Kohn-Sham gap (alpha / beta)**: 9.350 / 5.786 eV
**Charge**: +1
**Energy above the lowest of the compared OMol25 structures with the same formula, charge and spin**: 104.45 kcal/mol

Each atom is followed by the atoms it is bonded to, with distances in Å.
Positions of all 21 atoms, in Å:
1 C -1.84 -1.39 -0.24  C2 1.563, N6 1.438, H9 1.186, H10 1.051
2 C -2.98 -0.52 0.37  C1 1.563, S8 1.822, H11 1.135, H12 1.128
3 C 0.28 -0.37 -0.48  N6 1.336, N7 1.461, H13 1.043
4 C 2.77 0.11 -0.46  N7 1.495, H14 1.145, H15 1.069, H16 1.054
5 C 1.22 1.86 0.33  N7 1.550, H17 1.087, H18 1.040, H19 1.183
6 N -0.52 -1.13 0.27  C1 1.438, C3 1.336, H20 1.066
7 N 1.41 0.33 0.12  C3 1.461, C4 1.495, C5 1.550, H21 1.061
8 S -2.97 1.18 -0.29  C2 1.822
9 H -1.92 -2.57 -0.21  C1 1.186
10 H -1.86 -1.11 -1.26  C1 1.051
11 H -3.76 -1.05 -0.27  C2 1.135
12 H -3.29 -0.70 1.44  C2 1.128
13 H -0.13 0.08 -1.33  C3 1.043
14 H 3.12 -0.97 -0.33  C4 1.145
15 H 2.78 0.41 -1.49  C4 1.069
16 H 3.44 0.73 0.07  C4 1.054
17 H 1.69 2.06 1.29  C5 1.087
18 H 1.62 2.45 -0.43  C5 1.040
19 H 0.05 1.88 0.52  C5 1.183
20 H -0.53 -1.10 1.34  N6 1.066
21 H 1.43 -0.17 1.05  N7 1.061

DFT (the ωB97M-V functional and the def2-TZVPD basis) results for an isolated molecule of C6H8NO2PS.

Output
**Electronic energy**: -32058.3324 eV
**Maximum force**: 3.701 eV/A
**Structure (SMILES)**: C#CC1=CO[P@](=S)(N(C)C)O1
**Kohn-Sham gap**: 9.163 eV
**Energy above the lowest of the compared OMol25 structures with the same formula, charge and spin**: 53.82 kcal/mol

Each atom is followed by the atoms it is bonded to, with distances in Å.
Positions of all 19 atoms, in Å:
1 C 4.21 0.85 0.76  C2 1.208, H12 1.014
2 C 3.19 0.39 0.32  C1 1.208, C4 1.380
3 C 1.61 -0.39 -1.32  C4 1.356, O8 1.383, H13 1.055
4 C 1.94 -0.09 -0.04  C2 1.380, C3 1.356, O9 1.361
5 C -2.64 -0.50 0.96  N7 1.478, H14 1.086, H15 1.079, H16 1.140
6 C -1.42 1.18 -0.55  N7 1.474, H17 1.111, H18 1.111, H19 1.141
7 N -1.61 -0.19 -0.05  C5 1.478, C6 1.474, P10 1.688
8 O 0.33 -0.91 -1.45  C3 1.383, P10 1.614
9 O 1.08 -0.39 0.96  C4 1.361, P10 1.915
10 P -0.31 -1.27 -0.02  N7 1.688, O8 1.614, O9 1.915, S11 1.930
11 S -0.79 -3.10 0.38  P10 1.930
12 H 5.04 1.43 0.71  C1 1.014
13 H 1.85 0.13 -2.21  C3 1.055
14 H -3.60 -0.09 0.65  C5 1.086
15 H -2.50 -1.56 0.82  C5 1.079
16 H -2.34 -0.17 2.01  C5 1.140
17 H -1.07 1.17 -1.61  C6 1.111
18 H -2.31 1.84 -0.44  C6 1.111
19 H -0.65 1.68 0.12  C6 1.141

DFT (the ωB97M-V functional and the def2-TZVPD basis) results for an isolated molecule of C24H31N3O6S.

Output
**Electronic energy**: -52982.8410 eV
**Maximum force**: 1.214 eV/A
**Structure (SMILES)**: CCOC(=O)[C@H]1CCCN(C(=O)c2cn(CC)c3ccc(S(=O)(=O)N4CCCC4)cc3c2=O)C1
**Kohn-Sham gap**: 8.531 eV
**Energy above the lowest of the compared OMol25 structures with the same formula, charge and spin**: 31.16 kcal/mol

Each atom is followed by the atoms it is bonded to, with distances in Å.
Positions of all 65 atoms, in Å:
1 C 0.45 4.64 -1.95  C2 1.516, H63 1.086, H64 1.087, H65 1.087
2 C -0.32 4.38 -0.67  C1 1.516, H3 1.095, H4 1.095, O5 1.432
3 H -1.07 5.15 -0.48  C2 1.095
4 H -0.82 3.40 -0.70  C2 1.095
5 O 0.61 4.36 0.41  C2 1.432, C6 1.322
6 C 0.12 4.26 1.63  O5 1.322, O7 1.204, C8 1.533
7 O -1.05 4.29 1.91  C6 1.204
8 C 1.24 4.13 2.68  C6 1.533, C9 1.535, C54 1.527, H62 1.094
9 C 0.71 3.42 3.93  C8 1.535, C10 1.532, H60 1.090, H61 1.091
10 C 1.01 1.92 3.86  C9 1.532, H11 1.090, C12 1.525, H59 1.092
11 H 0.28 1.37 4.47  C10 1.090
12 C 0.93 1.43 2.42  C10 1.525, N13 1.450, H57 1.095, H58 1.097
13 N 1.98 2.06 1.64  C12 1.450, C14 1.343, C54 1.450
14 C 2.48 1.57 0.50  N13 1.343, O15 1.222, C16 1.501
15 O 3.42 2.08 -0.09  C14 1.222
16 C 1.86 0.31 -0.04  C14 1.501, C17 1.355, C25 1.451
17 C 2.69 -0.71 -0.35  C16 1.355, N18 1.354, H53 1.081
18 N 2.31 -1.88 -0.92  C17 1.354, C19 1.376, C46 1.452
19 C 1.00 -2.05 -1.30  N18 1.376, C20 1.405, C24 1.410
20 C 0.55 -3.23 -1.92  C19 1.405, C21 1.376, H45 1.077
21 C -0.77 -3.36 -2.29  C20 1.376, C22 1.389, H44 1.079
22 C -1.67 -2.32 -2.07  C21 1.389, C23 1.371, S28 1.800
23 C -1.25 -1.16 -1.48  C22 1.371, C24 1.397, H27 1.079
24 C 0.08 -1.01 -1.07  C19 1.410, C23 1.397, C25 1.474
25 C 0.46 0.25 -0.41  C16 1.451, C24 1.474, O26 1.224
26 O -0.35 1.15 -0.21  C25 1.224
27 H -1.92 -0.33 -1.34  C23 1.079
28 S -3.39 -2.54 -2.56  C22 1.800, O29 1.434, O30 1.430, N31 1.666
29 O -3.44 -3.70 -3.41  S28 1.434
30 O -3.88 -1.29 -3.06  S28 1.430
31 N -4.26 -2.90 -1.19  S28 1.666, C32 1.445, C41 1.447
32 C -3.86 -4.09 -0.48  N31 1.445, H33 1.094, H34 1.088, C35 1.538
33 H -4.75 -4.57 -0.08  C32 1.094
34 H -3.38 -4.78 -1.18  C32 1.088
35 C -2.94 -3.61 0.65  C32 1.538, H36 1.090, H37 1.088, C38 1.539
36 H -1.90 -3.64 0.33  C35 1.090
37 H -3.04 -4.24 1.53  C35 1.088
38 C -3.38 -2.16 0.91  C35 1.539, H39 1.089, H40 1.089, C41 1.543
39 H -2.54 -1.48 0.87  C38 1.089
40 H -3.85 -2.06 1.89  C38 1.089
41 C -4.40 -1.85 -0.21  N31 1.447, C38 1.543, H42 1.094, H43 1.088
42 H -5.42 -1.89 0.18  C41 1.094
43 H -4.25 -0.89 -0.69  C41 1.088
44 H -1.13 -4.26 -2.77  C21 1.079
45 H 1.22 -4.04 -2.12  C20 1.077
46 C 3.33 -2.87 -1.21  N18 1.452, C47 1.526, H51 1.092, H52 1.092
47 C 3.82 -2.76 -2.65  C46 1.526, H48 1.087, H49 1.086, H50 1.087
48 H 4.24 -1.77 -2.82  C47 1.087
49 H 4.59 -3.50 -2.84  C47 1.086
50 H 3.01 -2.91 -3.35  C47 1.087
51 H 4.17 -2.71 -0.52  C46 1.092
52 H 2.94 -3.87 -1.01  C46 1.092
53 H 3.75 -0.62 -0.13  C17 1.081
54 C 2.43 3.36 2.10  C8 1.527, N13 1.450, H55 1.097, H56 1.092
55 H 3.21 3.25 2.86  C54 1.097
56 H 2.86 3.87 1.23  C54 1.092
57 H 1.06 0.34 2.38  C12 1.095
58 H -0.06 1.67 2.01  C12 1.097
59 H 2.00 1.71 4.26  C10 1.092
60 H 1.16 3.85 4.83  C9 1.090
61 H -0.37 3.59 3.98  C9 1.091
62 H 1.56 5.15 2.92  C8 1.094
63 H -0.22 4.59 -2.80  C1 1.086
64 H 0.93 5.61 -1.92  C1 1.087
65 H 1.22 3.88 -2.07  C1 1.087

DFT (the ωB97M-V functional and the def2-TZVPD basis) results for a cluster of 3 separate species, CH6O4 in total.

Output
**Electronic energy**: -9323.8836 eV
**Maximum force**: 2.999 eV/A
**Structure (SMILES)**: O=CO.O.O
**Kohn-Sham gap**: 11.516 eV
**Energy above the lowest of the compared OMol25 structures with the same formula, charge and spin**: 23.79 kcal/mol

Each atom is followed by the atoms it is bonded to, with distances in Å.
Positions of all 11 atoms, in Å:
1 O 0.03 0.57 1.62  C2 1.200
2 C 0.26 -0.46 1.04  O1 1.200, O3 1.332, H4 1.113
3 O -0.67 -1.37 0.75  C2 1.332, H5 0.966
4 H 1.20 -0.69 0.49  C2 1.113
5 H -1.56 -1.17 1.07  O3 0.966
6 H 0.75 -1.62 -2.58  O8 0.965
7 H -0.17 -2.28 -1.59  O8 0.965
8 O 0.30 -1.45 -1.74  H6 0.965, H7 0.965
9 H 0.27 1.81 -0.91  O11 0.984
10 H 0.25 2.72 0.01  O11 0.987
11 O 0.04 2.77 -0.95  H9 0.984, H10 0.987